The following is a DFT calculation (the ωB97M-V functional and the def2-TZVPD basis) of one molecule with the formula C3H6N2OS in a non-equilibrium geometry.

Element x y z (Å)
C -3.239 -0.232 -0.036
S -1.443 -0.551 0.038
N -0.875 1.025 0.046
C 0.388 1.086 -0.012
N 1.300 0.059 -0.126
C 2.676 0.160 -0.024
O 3.388 -0.840 0.054
H -3.461 0.523 -0.807
H -3.599 0.223 0.903
H -3.777 -1.198 -0.168
H 0.859 2.075 0.058
H 1.030 -0.901 -0.197
H 3.005 1.142 0.174

**LUMO level**: 0.892 eV
**HOMO energy**: -8.52 eV

The following is a DFT calculation (the ωB97M-V functional and the def2-TZVPD basis) of C34H37N7O5SSi2Ti as an isolated structure in a non-equilibrium geometry.

Element x y z (Å)
Ti 10.688 14.496 11.123
O 7.311 15.840 8.793
C 8.170 15.273 9.485
N 9.075 15.735 10.306
C 9.159 17.128 10.617
C 8.445 18.163 9.989
C 8.634 19.460 10.447
C 9.434 19.738 11.549
C 10.152 18.719 12.117
C 10.034 17.418 11.660
N 10.823 16.273 12.176
C 11.725 16.407 13.145
O 12.231 17.455 13.642
C 12.263 15.075 13.645
C 12.837 15.041 14.923
C 13.232 13.833 15.442
C 13.184 12.685 14.655
C 12.650 12.779 13.408
N 12.251 13.925 12.886
C 8.345 13.775 9.211
C 7.345 13.001 8.701
C 7.533 11.625 8.550
C 8.821 11.097 8.764
C 9.734 11.914 9.365
N 9.503 13.222 9.607
H 7.783 17.929 9.162
H 8.058 20.258 9.980
H 9.503 20.732 11.947
H 10.846 18.940 12.893
H 12.890 15.903 15.535
H 13.629 13.767 16.454
H 13.376 11.711 15.057
H 12.517 11.893 12.783
H 6.366 13.447 8.461
H 6.769 10.939 8.170
H 9.059 10.029 8.527
H 10.682 11.599 9.701
O 7.412 6.479 15.919
S 8.277 7.388 16.710
O 9.589 7.580 16.099
O 8.249 7.129 18.130
C 7.407 8.964 16.500
N 6.367 9.146 17.370
C 5.802 10.320 17.092
C 6.143 11.293 16.177
C 7.240 10.948 15.417
N 7.827 9.742 15.561
C 7.867 11.764 14.350
C 8.875 11.159 13.505
C 9.455 12.033 12.610
N 9.308 13.506 12.468
C 8.176 13.880 13.242
C 7.474 13.137 14.209
H 4.914 10.603 17.727
H 5.657 12.237 16.222
H 9.102 10.070 13.686
H 10.238 11.525 12.010
H 7.867 14.914 13.079
H 6.690 13.419 14.806
C 13.490 11.956 10.047
Si 13.901 13.854 9.950
C 14.942 14.437 11.382
C 15.168 13.916 8.486
C 12.376 14.925 9.750
Si 12.020 15.524 7.997
C 13.490 16.296 7.029
C 11.347 14.059 6.898
C 10.716 16.880 7.754
H 14.409 11.384 10.297
H 13.093 11.607 9.110
H 12.812 11.732 10.823
H 14.634 14.091 12.355
H 14.752 15.515 11.434
H 16.026 14.225 11.344
H 15.897 13.062 8.581
H 15.721 14.843 8.442
H 14.663 13.815 7.476
H 12.661 15.826 10.294
H 14.444 15.797 7.029
H 13.620 17.312 7.429
H 13.139 16.367 5.977
H 11.842 13.054 7.012
H 11.477 14.380 5.852
H 10.278 13.918 7.132
H 11.000 17.404 6.840
H 10.643 17.679 8.525
H 9.706 16.525 7.657

**Net charge**: -2
**LUMO level (spin up / spin down)**: 3.832 / 3.824 eV
**Multiplicity**: 3
**HOMO energy (spin up / spin down)**: -0.82 / -3.34 eV
**Expectation value of S²**: 2.03

The following is a DFT calculation (the ωB97M-V functional and the def2-TZVPD basis) of one molecule with the formula C6H4O.

Element x y z (Å)
C -2.334 -0.155 -0.710
C -0.977 0.165 -0.276
C 0.138 0.410 0.120
C 1.454 0.703 0.654
O 1.740 1.755 1.178
C 2.052 -1.615 0.745
C 2.480 -0.397 0.546
H -2.711 0.594 -1.413
H -3.001 -0.170 0.158
H -2.370 -1.136 -1.192
H 3.530 -0.117 0.470

**LUMO level**: -1.029 eV
**HOMO energy**: -10.46 eV

Relative energy (zero: lowest compared OMol25 entry of this formula, charge and spin) values (in kcal/mol) by entry order: 36.4 0.0 95.5.
Calculated total energy values (in eV) by entry order: -19070.588 -106237.974 -8328.298.